Entry w
Below is 3 unconnected molecules or ions with the total composition C3H12N2O3, with properties calculated with ωB97M-V/def2-TZVPD.

Last column: Löwdin charge in e.
Atoms and positions in Å:
N 0.690 0.887 2.095  0.01
C 0.305 0.263 0.853  -0.28
C 0.131 1.274 -0.265  -0.21
N -0.427 0.643 -1.470  0.03
C -1.684 0.918 -1.874  -0.33
O -2.297 0.285 -2.718  0.00
H 1.569 0.636 2.510  0.06
H 0.456 1.846 2.178  0.05
H -0.659 -0.257 0.958  0.11
H 0.940 -0.539 0.468  0.12
H -0.419 2.192 -0.072  0.11
H 1.105 1.681 -0.577  0.12
H 0.166 -0.027 -1.923  0.15
H -2.131 1.807 -1.416  0.14
O -3.190 -2.111 -3.742  -0.09
H -4.045 -2.015 -4.173  0.02
H -2.832 -1.204 -3.744  -0.01
O 4.435 -2.065 4.457  -0.06
H 4.228 -2.640 3.721  0.03
H 3.659 -1.571 4.734  0.03

## Properties
* total charge: 0
* frontier orbital gap: 9.9 eV
* LUMO level: 0.0151 Eh
* spin multiplicity: 1
* HOMO level: -9.5 eV
* SMILES: NCCNC=O.O.O

---

Entry x
Below is a molecular structure, C3H12N2O3, with properties calculated with ωB97M-V/def2-TZVPD.

Last column: Löwdin charge in e.
Atoms and positions in Å:
C 0.757 1.690 -0.386  -0.46
C 1.488 0.816 -1.391  -0.08
C -1.089 1.189 -0.594  -0.08
O 1.203 1.620 0.851  -0.17
H 0.793 0.544 1.364  0.11
H 0.613 2.722 -0.728  0.11
H 1.499 -0.222 -1.057  0.06
H 1.034 0.870 -2.379  0.07
H 2.523 1.157 -1.462  0.08
H -1.211 1.684 -1.556  0.04
H -1.431 0.173 -0.819  0.03
H -1.685 1.758 0.124  0.05
N -0.477 -2.373 0.274  -0.06
N -0.034 -0.461 1.517  0.04
O 0.502 -1.675 1.062  -0.14
O -1.280 -3.155 1.146  -0.04
H -2.145 -2.725 1.117  0.09
H 0.124 -3.058 -0.183  0.13
H -0.550 -0.620 2.380  0.13
H -0.633 0.064 0.722  0.09

## Properties
* total charge: 0
* frontier orbital gap: 9.0 eV
* LUMO level: 0.0192 Eh
* spin multiplicity: 1
* HOMO level: -8.4 eV

---

Entry y
Below is 4 unconnected molecules or ions with the total composition C3H12N2O3, with properties calculated with ωB97M-V/def2-TZVPD.

Last column: Löwdin charge in e.
Atoms and positions in Å:
C 0.876 -0.800 1.171  -0.20
C 1.581 0.403 1.736  -0.06
N 1.430 -1.318 0.015  -0.09
O 1.834 -0.593 -0.962  -0.06
H 0.310 -0.065 -1.403  0.07
H 1.204 -2.289 -0.217  0.17
H -0.533 -0.476 0.819  0.17
H 0.707 -1.591 1.896  0.13
H 0.922 0.892 2.454  0.08
H 2.490 0.119 2.265  0.08
H 1.855 1.093 0.941  0.07
C -0.954 1.548 -1.168  -0.10
N -0.699 0.120 -1.177  -0.27
O -1.482 -0.655 -2.037  -0.08
O -1.963 -0.475 0.748  -0.22
H -2.334 -0.214 -2.217  0.09
H -2.196 -1.398 0.593  -0.01
H -0.692 1.999 -2.131  0.08
H -2.006 1.720 -0.955  0.08
H -0.350 1.981 -0.372  0.08

## Properties
* total charge: 0
* frontier orbital gap (spin up / spin down): 6.4 / 5.7 eV
* LUMO level (spin up / spin down): -0.0305 / -0.0533 Eh
* spin multiplicity: 1
* HOMO level (spin up / spin down): -7.3 / -7.2 eV

---

Pick entry w: it beats the second-best structure by 0.2416 hartree.

---

Entry w
Below is a molecular structure, C2H3NO3S, with properties calculated with ωB97M-V/def2-TZVPD.

Last column: Löwdin charge in e.
Atoms and positions in Å:
C -0.288 0.095 -0.571  -0.23
C 0.548 0.450 -1.503  0.08
N 0.002 -1.009 0.222  -0.20
O 0.467 0.969 1.975  -0.43
O -1.711 -0.072 2.235  -0.45
O 0.811 -1.844 -0.113  0.07
S -0.267 -0.226 2.263  0.81
H -1.387 0.520 -0.582  0.17
H 0.386 1.268 -2.227  0.09
H 1.438 -0.150 -1.698  0.08

## Properties
* total charge: 0
* frontier orbital gap (spin up / spin down): 7.9 / 7.9 eV
* LUMO level (spin up / spin down): -0.0738 / -0.0739 Eh
* spin multiplicity: 1
* HOMO level (spin up / spin down): -10.0 / -10.0 eV

---

Entry x
Below is 3 unconnected molecules or ions with the total composition C2H3NO3S, with properties calculated with ωB97M-V/def2-TZVPD.

Last column: Löwdin charge in e.
Atoms and positions in Å:
C -0.094 -1.396 -1.454  -0.11
C -2.224 0.516 0.090  -0.48
N -1.346 -0.246 -0.271  0.00
O -3.185 1.004 0.548  0.09
O 2.162 -1.929 -0.489  -0.50
O 1.369 1.135 1.206  -0.12
S 0.913 -1.222 -0.201  0.93
H -0.621 -1.308 -2.459  0.08
H 1.553 2.003 0.884  0.02
H 1.473 1.445 2.147  0.08

## Properties
* total charge: 0
* frontier orbital gap (spin up / spin down): 8.0 / 8.0 eV
* LUMO level (spin up / spin down): -0.0550 / -0.0550 Eh
* spin multiplicity: 1
* HOMO level (spin up / spin down): -9.5 / -9.5 eV

---

Entry y
Below is 2 unconnected molecules or ions with the total composition C2H3NO3S, with properties calculated with ωB97M-V/def2-TZVPD.

Last column: Löwdin charge in e.
Atoms and positions in Å:
C 0.044 1.126 0.607  -0.37
C 1.312 -0.119 -1.134  0.07
N -1.374 -0.150 1.884  -0.30
O 0.358 2.218 0.917  0.21
O -2.872 -1.829 1.184  -0.56
O 0.197 0.090 -0.067  -0.11
S -2.282 -0.561 0.740  0.72
H 2.310 -0.384 -0.626  0.12
H 1.472 0.670 -1.867  0.08
H 0.835 -1.060 -1.638  0.13

## Properties
* total charge: 0
* frontier orbital gap (spin up / spin down): 8.5 / 8.6 eV
* LUMO level (spin up / spin down): -0.0243 / -0.0243 Eh
* spin multiplicity: 1
* HOMO level (spin up / spin down): -9.2 / -9.2 eV

---

Pick entry w: it beats the second-best structure by 0.0172 hartree.

---

Entry w
Below is a gas-phase ion, C3H6N4 (charge +2), with properties calculated with ωB97M-V/def2-TZVPD.

Last column: Löwdin charge in e.
Atoms and positions in Å:
H 0.703 -2.595 0.132  0.15
N 0.994 -1.622 0.016  0.28
C 0.382 -0.530 0.057  -0.38
C -1.090 -0.257 -0.005  0.00
N 1.045 0.751 -0.027  0.23
C 2.320 0.967 0.083  0.03
N 3.254 0.084 -0.075  0.19
N 4.229 -0.460 0.020  0.59
H -1.640 -1.142 0.301  0.10
H -1.393 -0.385 -1.149  0.17
H -1.398 0.766 0.537  0.15
H 0.298 1.560 -0.076  0.25
H 2.472 2.089 0.258  0.25

## Properties
* total charge: +2
* frontier orbital gap (spin up / spin down): 6.2 / 6.2 eV
* LUMO level (spin up / spin down): -0.5090 / -0.5089 Eh
* spin multiplicity: 1
* HOMO level (spin up / spin down): -20.1 / -20.1 eV
* SMILES: [H]/N=C(C)/[NH+]=C\[N+]#N

---

Entry x
Below is 2 unconnected molecules or ions with the total composition C3H6N4, with properties calculated with ωB97M-V/def2-TZVPD.

Last column: Löwdin charge in e.
Atoms and positions in Å:
C 1.553 -3.780 1.656  0.18
C -0.676 -0.667 0.580  0.26
C -0.983 2.388 -1.011  -0.15
N -0.645 0.349 -0.041  0.03
N -0.323 1.358 -0.688  0.07
N 0.778 -2.914 1.382  0.45
N -0.423 3.423 -1.686  0.18
H 2.003 -4.390 0.883  0.21
H 2.128 -3.831 2.551  0.19
H -0.919 -1.625 0.920  0.05
H -2.064 2.336 -0.631  0.19
H -1.082 4.086 -2.122  0.15
H 0.655 3.269 -1.793  0.20

## Properties
* total charge: +2
* frontier orbital gap: 3.7 eV
* LUMO level: -0.5043 Eh
* spin multiplicity: 1
* HOMO level: -17.4 eV

---

Pick entry w: it beats the second-best structure by 0.0413 hartree.

---

Entry w
Below is C7H15N in the gas phase, with properties calculated with ωB97M-V/def2-TZVPD.

Last column: Löwdin charge in e.
Atoms and positions in Å:
C -2.503 1.934 0.796  -0.09
C -1.730 0.672 0.540  -0.36
C -2.574 -0.563 0.392  -0.07
C -0.393 0.692 0.454  -0.17
N 0.478 -0.369 0.297  -0.02
C 1.834 -0.221 -0.632  -0.36
C 2.911 -0.345 0.403  -0.09
C 1.847 -1.289 -1.704  -0.08
H -1.847 2.802 0.834  0.07
H -3.246 2.099 0.012  0.07
H -3.045 1.873 1.744  0.07
H -3.166 -0.515 -0.527  0.08
H -1.985 -1.477 0.369  0.06
H -3.282 -0.642 1.221  0.08
H 0.118 1.648 0.512  0.12
H 0.012 -1.259 0.174  0.09
H 1.769 0.786 -1.048  0.12
H 3.675 0.423 0.312  0.07
H 3.346 -1.341 0.465  0.07
H 2.204 -0.234 1.307  0.10
H 0.992 -1.182 -2.372  0.08
H 2.759 -1.209 -2.295  0.08
H 1.827 -2.282 -1.256  0.08

## Properties
* total charge: 0
* frontier orbital gap: 8.4 eV
* LUMO level: 0.0374 Eh
* spin multiplicity: 1
* HOMO level: -7.3 eV
* SMILES: CC(C)=CNC(C)C

---

Entry x
Below is C7H15N in the gas phase, with properties calculated with ωB97M-V/def2-TZVPD.

Last column: Löwdin charge in e.
Atoms and positions in Å:
C -1.547 -0.720 1.818  -0.09
C -0.341 -1.304 1.123  -0.24
N 0.078 -0.707 -0.158  -0.14
C -0.960 -0.548 -1.208  -0.17
C -0.683 0.815 -1.843  -0.17
C 0.771 1.093 -1.412  -0.16
C 0.747 0.601 0.002  -0.40
C 2.141 0.451 0.636  -0.05
H -2.312 -0.445 1.105  0.05
H -1.348 0.197 2.384  0.07
H -1.944 -1.399 2.577  0.07
H 0.561 -1.270 1.734  0.10
H -0.474 -2.364 0.909  0.11
H -1.962 -0.658 -0.808  0.09
H -0.712 -1.296 -1.960  0.11
H -0.781 0.822 -2.925  0.10
H -1.305 1.631 -1.474  0.11
H 1.400 0.427 -2.005  0.12
H 1.032 2.134 -1.541  0.11
H 0.167 1.258 0.647  0.13
H 2.831 1.178 0.200  0.07
H 2.520 -0.564 0.493  0.08
H 2.121 0.667 1.707  0.07

## Properties
* total charge: 0
* frontier orbital gap: 9.4 eV
* LUMO level: 0.0438 Eh
* spin multiplicity: 1
* HOMO level: -8.2 eV
* SMILES: CCN1CCC[C@@H]1C

---

Entry y
Below is 2 unconnected molecules or ions with the total composition C7H15N, with properties calculated with ωB97M-V/def2-TZVPD.

Last column: Löwdin charge in e.
Atoms and positions in Å:
C 2.085 -0.434 0.991  -0.07
C 1.417 0.396 -0.078  -0.39
C 1.548 -0.083 -1.460  -0.09
C 0.423 1.251 0.239  -0.22
N 0.063 1.652 1.532  0.05
H 2.582 0.204 1.728  0.07
H 1.365 -1.058 1.525  0.08
H 2.829 -1.096 0.552  0.07
H 0.750 -0.965 -1.549  0.07
H 1.178 0.633 -2.191  0.07
H 2.579 -0.314 -1.729  0.08
H -0.080 1.805 -0.542  0.12
H -0.088 2.647 1.629  0.08
H 0.677 1.305 2.253  0.07
C -1.082 -1.571 -0.985  -0.06
C -1.547 -0.847 0.058  -0.24
C -2.613 0.195 -0.053  -0.12
H -1.516 -1.441 -1.966  0.06
H -0.626 -2.536 -0.818  0.06
H -1.275 -1.126 1.068  0.10
H -2.742 0.520 -1.084  0.08
H -2.362 1.056 0.567  0.05
H -3.564 -0.195 0.314  0.08

## Properties
* total charge: 0
* frontier orbital gap: 8.7 eV
* LUMO level: 0.0396 Eh
* spin multiplicity: 1
* HOMO level: -7.7 eV
* SMILES: CC(C)=CN.C=CC

---

Pick entry x: it beats the second-best structure by 0.0311 hartree.